DFT (the ωB97M-V functional and the def2-TZVPD basis) results for a molecular structure, C54H64Ge2IrN2S5.

Output
LUMO energy (eV): -2.53
Kohn-Sham gap (eV): 7.4
Charge: +1
Molecular weight (g mol⁻¹): 1238.89

Geometry as XYZ:
```
128
Properties=species:S:1:pos:R:3:lowdin_charge:R:1
Ir -2.0574 -0.1820 1.6067 0.47
C -1.8194 1.4168 4.2073 -0.16
C -2.3643 0.1163 4.7597 -0.16
N -2.1593 -0.9455 3.7717 -0.19
C -3.1435 -2.0228 3.8184 -0.29
C -4.5288 -1.5446 3.4100 -0.39
S -4.4938 -0.3491 2.0387 0.89
C -4.7251 1.2805 2.8322 -0.39
C -3.5746 2.2484 2.6172 -0.27
N -2.2557 1.6513 2.8246 -0.19
H -0.7317 1.3451 4.1844 0.11
H -2.1047 2.2535 4.8519 0.14
H -3.4289 0.2044 4.9683 0.11
H -1.8713 -0.1198 5.7043 0.12
H -1.2257 -1.3464 3.8678 0.07
H -3.2048 -2.4779 4.8130 0.14
H -2.8100 -2.7832 3.1161 0.05
H -5.1089 -1.1050 4.2211 0.08
H -5.0910 -2.3950 3.0273 0.09
H -4.9773 1.1149 3.8780 0.08
H -5.6017 1.7091 2.3476 0.09
H -3.7343 3.1115 3.2739 0.13
H -3.5952 2.5926 1.5839 0.08
H -1.5710 2.2646 2.3849 0.08
C 0.9455 5.0630 3.6927 -0.04
C 0.6421 4.6942 2.2630 -0.27
C -0.6206 4.9020 1.7146 -0.02
C -0.9080 4.5794 0.3910 -0.21
C -2.2746 4.8555 -0.1779 -0.03
C 0.1029 4.0266 -0.4053 -0.15
C 1.3833 3.8231 0.1242 -0.23
C 2.5116 3.2859 -0.7188 -0.01
C 1.6293 4.1560 1.4514 -0.02
C -0.1678 3.7334 -1.8452 -0.21
C -0.0741 4.8083 -2.7234 -0.02
C -0.3064 4.6475 -4.0776 -0.04
C -0.6513 3.4079 -4.5726 -0.02
C -0.7515 2.3045 -3.7296 -0.23
C -0.4948 2.4590 -2.3575 -0.21
Ge -0.7744 0.8834 -1.2041 0.14
S -2.8101 0.7577 -0.4299 0.21
S 0.1952 0.6327 0.8956 0.33
Ge 0.4675 -1.5479 0.1708 0.09
S -1.2513 -2.3957 1.1901 0.23
S 0.0956 -1.0327 -1.9666 0.40
C 2.1647 -2.4314 0.5713 -0.22
C 2.7937 -3.2270 -0.3969 -0.21
C 3.9729 -3.8931 -0.0610 -0.01
C 4.5145 -3.7920 1.2059 -0.04
C 3.8818 -3.0175 2.1632 -0.02
C 2.7099 -2.3307 1.8624 -0.22
C 2.1310 -1.4921 2.9596 -0.15
C 1.3185 -2.0564 3.9486 -0.22
C 0.9074 -3.5056 3.9088 -0.03
C 0.9319 -1.2689 5.0341 -0.03
C 1.3475 0.0519 5.1687 -0.28
C 1.0293 0.8473 6.4096 -0.04
C 2.1324 0.5985 4.1608 -0.01
C 2.5414 -0.1555 3.0672 -0.24
C 3.4773 0.4434 2.0501 -0.03
C 2.2802 -3.4778 -1.7782 -0.19
C 1.2809 -4.4285 -2.0011 -0.22
C 0.5295 -5.0794 -0.8665 -0.03
C 0.9890 -4.8024 -3.3109 0.00
C 1.6723 -4.2707 -4.3931 -0.26
C 1.4506 -4.8012 -5.7844 -0.04
C 2.6230 -3.2837 -4.1503 -0.01
C 2.9380 -2.8795 -2.8621 -0.24
C 3.9923 -1.8255 -2.6371 -0.03
C -1.1864 1.0100 -4.3282 -0.19
C -0.2515 0.1868 -4.9662 -0.25
C 1.2093 0.5531 -5.0334 -0.03
C -0.6902 -0.9788 -5.5773 -0.01
C -2.0277 -1.3518 -5.5665 -0.25
C -2.4787 -2.6279 -6.2246 -0.04
C -2.9400 -0.5130 -4.9414 0.00
C -2.5460 0.6733 -4.3336 -0.20
C -3.5957 1.5744 -3.7283 -0.04
H 0.0368 5.2973 4.2480 0.07
H 1.5916 5.9417 3.7359 0.09
H 1.4690 4.2522 4.2033 0.07
H -1.3956 5.3591 2.3227 0.12
H -2.9560 5.2009 0.6003 0.08
H -2.6964 3.9599 -0.6384 0.06
H -2.2279 5.6259 -0.9493 0.09
H 2.1508 2.7027 -1.5648 0.07
H 3.1742 2.6595 -0.1203 0.07
H 3.1073 4.1082 -1.1218 0.10
H 2.6238 3.9972 1.8584 0.12
H 0.1873 5.7840 -2.3297 0.13
H -0.2231 5.4948 -4.7465 0.11
H -0.8647 3.2798 -5.6273 0.13
H 4.4450 -4.5185 -0.8093 0.13
H 5.4267 -4.3214 1.4506 0.11
H 4.2943 -2.9370 3.1626 0.13
H 1.0294 -3.9380 2.9183 0.07
H -0.1374 -3.6203 4.2019 0.07
H 1.5123 -4.0884 4.6076 0.10
H 0.3400 -1.7246 5.8258 0.13
H 0.0287 0.6343 6.7874 0.07
H 1.1153 1.9198 6.2312 0.08
H 1.7287 0.5936 7.2086 0.09
H 2.4820 1.6224 4.2531 0.12
H 3.6247 1.5067 2.2385 0.07
H 3.0969 0.3215 1.0340 0.06
H 4.4506 -0.0503 2.0861 0.10
H 1.1359 -5.1541 0.0365 0.08
H 0.2059 -6.0813 -1.1476 0.08
H -0.3703 -4.5088 -0.6181 0.05
H 0.2295 -5.5588 -3.4829 0.12
H 0.4476 -5.2103 -5.9024 0.08
H 2.1605 -5.6053 -5.9907 0.09
H 1.6078 -4.0305 -6.5405 0.07
H 3.1511 -2.8368 -4.9876 0.12
H 4.1582 -1.2459 -3.5446 0.08
H 4.9456 -2.2765 -2.3512 0.09
H 3.7038 -1.1419 -1.8363 0.08
H 1.5005 1.2239 -4.2259 0.07
H 1.4351 1.0559 -5.9775 0.09
H 1.8232 -0.3444 -4.9745 0.06
H 0.0348 -1.6156 -6.0712 0.12
H -1.8557 -2.8677 -7.0858 0.08
H -3.5142 -2.5554 -6.5562 0.08
H -2.4125 -3.4632 -5.5222 0.08
H -3.9927 -0.7772 -4.9437 0.12
H -4.5403 1.4596 -4.2588 0.08
H -3.3042 2.6235 -3.7672 0.08
H -3.7767 1.3179 -2.6817 0.00
```